DFT (wB97M-V/def2-TZVPD) results for 11 unconnected molecules or ions with the total composition C28H72N2O13S7 in a non-equilibrium geometry.

Calculated values
HOMO energy	-8.09	eV
max |F|	0.0413	hartree/bohr
gap between HOMO and LUMO	8.10	eV
energy	-4984.71757	Ha
net charge	0

Cartesian coordinates (Å):
C1 15.511 22.124 24.060
S1 16.167 23.375 22.937
O1 17.173 22.732 22.029
C2 14.644 23.754 22.034
H1 16.139 21.250 24.228
H2 14.530 21.764 23.738
H3 15.350 22.488 25.080
H4 14.819 24.533 21.297
H5 14.021 24.225 22.804
H6 14.087 22.904 21.643
C3 14.620 26.502 26.728
S2 16.429 26.495 26.843
O2 16.960 27.377 27.941
C4 16.635 24.756 27.356
H7 14.146 26.180 27.653
H8 14.453 25.660 26.047
H9 14.281 27.472 26.387
H10 16.022 24.610 28.247
H11 17.674 24.694 27.669
H12 16.361 24.160 26.492
C5 12.792 26.381 31.880
S3 12.586 27.222 30.272
O3 13.885 27.408 29.569
C6 11.807 25.803 29.410
H13 13.365 25.467 31.741
H14 11.855 26.184 32.397
H15 13.284 27.148 32.482
H16 11.060 25.263 29.990
H17 12.554 25.113 29.024
H18 11.299 26.203 28.530
C7 7.311 18.860 23.799
S4 7.173 20.659 23.706
O4 8.434 21.282 24.215
C8 7.293 20.783 21.897
H19 8.149 18.592 23.145
H20 6.469 18.321 23.359
H21 7.525 18.371 24.746
H22 8.282 20.392 21.631
H23 7.417 21.842 21.661
H24 6.533 20.328 21.269
C9 17.041 19.840 28.433
S5 16.645 21.225 29.552
O5 15.407 21.812 28.965
C10 16.187 20.088 30.944
H25 16.086 19.338 28.257
H26 17.763 19.136 28.840
H27 17.367 20.204 27.460
H28 17.038 19.434 31.115
H29 15.299 19.557 30.606
H30 15.981 20.709 31.811
C11 8.291 19.621 27.243
S6 6.634 20.037 27.873
O6 6.633 19.900 29.381
C12 6.523 21.829 27.454
H31 9.045 19.852 27.998
H32 8.415 20.155 26.302
H33 8.385 18.544 27.106
H34 5.842 21.910 26.606
H35 7.453 22.351 27.219
H36 6.100 22.397 28.283
C13 4.326 25.217 23.460
S7 5.508 23.833 23.226
O7 5.836 23.872 21.760
C14 6.959 24.329 24.162
H37 4.001 25.418 24.480
H38 3.457 25.069 22.826
H39 4.882 26.095 23.123
H40 7.783 24.531 23.472
H41 7.332 23.641 24.913
H42 6.829 25.335 24.581
C15 11.804 17.136 28.104
O8 10.980 17.682 27.392
N1 11.605 16.801 29.383
C16 12.724 16.250 30.147
C17 10.397 17.175 30.084
H43 12.819 16.904 27.760
H44 12.294 15.554 30.869
H45 13.185 17.049 30.733
H46 13.446 15.744 29.517
H47 10.652 17.799 30.949
H48 9.643 17.579 29.425
H49 10.012 16.306 30.633
C18 10.549 22.927 26.361
O9 10.374 24.073 26.765
N2 11.626 22.174 26.566
C19 12.845 22.620 27.214
C20 11.704 20.778 26.192
H50 9.830 22.515 25.630
H51 13.042 22.095 28.144
H52 12.858 23.694 27.398
H53 13.749 22.523 26.605
H54 11.935 20.624 25.129
H55 12.521 20.241 26.669
H56 10.771 20.254 26.377
O10 11.988 21.586 33.443
C21 11.662 22.681 33.057
O11 11.791 23.106 31.802
C22 12.471 22.270 30.860
C23 11.648 21.114 30.343
C24 11.225 23.767 34.005
H57 13.302 21.776 31.378
H58 12.887 22.947 30.122
H59 11.237 20.409 31.062
H60 12.325 20.505 29.732
H61 10.838 21.486 29.708
H62 11.965 24.548 34.181
H63 10.987 23.222 34.913
H64 10.434 24.356 33.535
O12 5.732 27.111 26.250
C25 5.590 27.470 27.391
O13 5.985 26.815 28.490
C26 6.369 25.449 28.412
C27 7.771 25.404 27.788
C28 4.883 28.746 27.750
H65 5.737 24.755 27.851
H66 6.355 25.057 29.429
H67 7.702 25.591 26.718
H68 8.236 24.428 27.930
H69 8.496 26.126 28.162
H70 4.472 29.261 26.885
H71 5.598 29.497 28.100
H72 4.110 28.541 28.486

Atomic partial charges in e from the Löwdin method, atoms 1 to 6: C -0.266; S 0.815; O -0.558; C -0.265; H 0.058; H 0.044

DFT (wB97M-V/def2-TZVPD) results for C21H24N4O3S2 in the gas phase in a non-equilibrium geometry.

Calculated values
SMILES	Cc1cccc2sc(NC(=O)c3cc(S(=O)(=O)N(C)C)ccc3N3CCCC3)nc12
HOMO energy	-8.16	eV
max |F|	0.0221	hartree/bohr
energy relative to the best compared isomer or geometry (same formula, charge and spin)	1.421	eV
gap between HOMO and LUMO	8.57	eV
energy	-2055.78025	Ha
net charge	0

Cartesian coordinates (Å):
C1 -1.551 5.053 -3.168
C2 -0.075 5.083 -2.927
C3 0.721 6.134 -3.345
C4 2.091 6.161 -3.102
C5 2.716 5.129 -2.429
C6 1.937 4.066 -2.004
S1 2.430 2.625 -1.147
C7 0.747 2.125 -1.198
N1 0.364 0.941 -0.626
C8 1.252 0.082 -0.029
O1 2.438 0.349 0.026
C9 0.645 -1.185 0.441
C10 -0.088 -1.874 -0.525
C11 -0.572 -3.140 -0.294
S2 -1.494 -3.993 -1.554
O2 -0.916 -5.283 -1.787
O3 -1.675 -3.113 -2.677
N2 -2.963 -4.242 -0.741
C12 -3.684 -3.000 -0.593
C13 -3.747 -5.316 -1.311
C14 -0.297 -3.777 0.906
C15 0.394 -3.110 1.885
C16 0.850 -1.778 1.718
N3 1.388 -1.138 2.778
C17 1.309 -1.670 4.129
C18 1.501 -0.452 5.028
C19 2.447 0.413 4.205
C20 1.951 0.198 2.778
N4 -0.085 2.918 -1.767
C21 0.548 4.034 -2.245
H1 -1.806 5.588 -4.080
H2 -2.072 5.527 -2.336
H3 -1.895 4.025 -3.236
H4 0.265 6.956 -3.878
H5 2.675 7.001 -3.447
H6 3.777 5.142 -2.239
H7 -0.615 0.704 -0.702
H8 -0.257 -1.443 -1.501
H9 -3.022 -2.280 -0.113
H10 -4.005 -2.597 -1.560
H11 -4.555 -3.164 0.041
H12 -3.066 -6.139 -1.513
H13 -4.238 -5.018 -2.244
H14 -4.501 -5.631 -0.589
H15 -0.630 -4.793 1.045
H16 0.622 -3.632 2.798
H17 0.343 -2.149 4.303
H18 2.106 -2.405 4.298
H19 1.904 -0.718 6.002
H20 0.549 0.061 5.171
H21 3.469 0.047 4.303
H22 2.425 1.462 4.492
H23 1.178 0.931 2.511
H24 2.764 0.285 2.054

Atomic partial charges in e from the natural (NBO) method, atoms 1 to 6: C -0.631; C -0.029; C -0.216; C -0.210; C -0.215; C -0.258

DFT (wB97M-V/def2-TZVPD) results for a molecular structure, C50H55N9Zr.

Calculated values
HOMO energy	-11.40	eV
max |F|	0.0042	hartree/bohr
energy relative to the best compared isomer or geometry (same formula, charge and spin)	3.971	eV
gap between HOMO and LUMO	5.32	eV
energy	-2477.80513	Ha
net charge	+2

Cartesian coordinates (Å):
Zr1 0.387 0.044 0.272
C1 1.367 0.659 -6.118
C2 0.080 0.149 -5.464
C3 0.316 -0.357 -4.075
C4 0.683 -1.673 -3.720
C5 0.783 -2.840 -4.654
C6 -0.563 -3.546 -4.833
C7 0.893 -1.682 -2.341
C8 1.211 -2.867 -1.541
C9 1.652 -2.868 -0.261
C10 1.577 -3.916 0.788
C11 1.916 -5.317 0.351
C12 3.420 -5.546 0.186
C13 1.179 -3.575 2.039
C14 0.742 -2.132 2.232
C15 0.405 -1.442 3.527
C16 0.023 -0.136 3.489
N1 -0.101 0.665 2.337
C17 -0.527 1.899 2.739
C18 -0.739 2.983 1.920
C19 -0.572 3.057 0.513
N2 -0.155 2.051 -0.288
C20 -0.205 2.523 -1.622
C21 -0.027 1.773 -2.744
C22 0.293 0.382 -2.888
N3 0.646 -0.416 -1.829
C23 -0.628 3.912 -1.581
C24 -0.851 4.239 -0.277
C25 -1.348 5.538 0.275
C26 -2.858 5.522 0.529
C27 -0.756 4.798 -2.777
C28 0.600 5.346 -3.232
C29 -0.701 1.904 4.204
C30 -0.359 0.681 4.655
C31 -0.304 0.185 6.063
C32 1.119 0.200 6.628
C33 -1.122 3.103 4.989
C34 0.035 4.077 5.227
N4 1.906 -1.535 0.177
C35 1.070 -4.497 3.223
C36 2.302 -4.434 4.132
H1 1.180 0.999 -7.136
H2 2.123 -0.127 -6.156
H3 1.788 1.492 -5.552
H4 -0.345 -0.653 -6.071
H5 -0.669 0.943 -5.454
H6 1.532 -3.548 -4.295
H7 1.146 -2.496 -5.624
H8 -0.931 -3.933 -3.879
H9 -0.481 -4.381 -5.528
H10 -1.316 -2.857 -5.219
H11 1.001 -3.818 -2.015
H12 1.422 -5.503 -0.606
H13 1.504 -6.044 1.048
H14 3.866 -4.795 -0.468
H15 3.608 -6.525 -0.250
H16 3.933 -5.509 1.148
H17 0.472 -1.972 4.465
H18 -1.078 3.892 2.397
H19 -0.179 2.302 -3.678
H20 -1.099 6.342 -0.419
H21 -0.817 5.771 1.201
H22 -3.403 5.355 -0.401
H23 -3.192 6.469 0.951
H24 -3.133 4.726 1.223
H25 -1.428 5.624 -2.542
H26 -1.227 4.248 -3.595
H27 1.065 5.934 -2.440
H28 0.481 5.988 -4.104
H29 1.284 4.538 -3.496
H30 -0.710 -0.829 6.107
H31 -0.953 0.799 6.688
H32 1.792 -0.410 6.024
H33 1.133 -0.188 7.646
H34 1.518 1.214 6.648
H35 -1.532 2.781 5.947
H36 -1.936 3.612 4.467
H37 0.830 3.600 5.801
H38 -0.305 4.951 5.782
H39 0.466 4.420 4.285
H40 0.913 -5.523 2.895
H41 0.182 -4.227 3.801
H42 3.182 -4.826 3.618
H43 2.149 -5.031 5.029
H44 2.524 -3.410 4.441
N5 5.065 0.890 0.737
C37 3.815 1.289 0.493
N6 2.786 0.519 0.600
C38 2.958 -0.847 0.971
N7 1.668 -1.196 1.551
N8 -0.386 -1.831 1.301
C39 -1.575 -2.248 1.331
C40 -2.494 -1.556 0.414
C41 -3.796 -1.963 0.217
C42 -4.590 -1.237 -0.667
C43 -4.044 -0.139 -1.298
C44 -2.723 0.210 -1.034
N9 -1.954 -0.478 -0.197
C45 4.299 -1.324 1.320
C46 4.580 -2.606 1.790
C47 5.876 -2.974 2.082
C48 6.914 -2.060 1.913
C49 6.654 -0.781 1.464
C50 5.346 -0.412 1.171
H45 5.822 1.547 0.635
H46 3.674 2.318 0.186
H47 -1.936 -3.028 2.000
H48 -4.181 -2.828 0.739
H49 -5.615 -1.529 -0.850
H50 -4.623 0.457 -1.989
H51 -2.272 1.071 -1.509
H52 3.771 -3.307 1.927
H53 6.087 -3.971 2.444
H54 7.931 -2.347 2.141
H55 7.458 -0.065 1.344

Atomic partial charges in e from the Löwdin method, atoms 1 to 6: Zr 1.863; C -0.074; C -0.188; C -0.124; C -0.132; C -0.188

DFT (wB97M-V/def2-TZVPD) results for 2 unconnected molecules or ions with the total composition C5H5N in a non-equilibrium geometry.

Calculated values
HOMO energy (spin up / spin down)	-10.40 / -10.41	eV
max |F|	0.1950	hartree/bohr
energy relative to the best compared isomer or geometry (same formula, charge and spin)	10.867	eV
gap between HOMO and LUMO (spin up / spin down)	6.95 / 6.96	eV
energy	-247.87570	Ha
net charge	0

Cartesian coordinates (Å):
C1 -1.227 3.085 -2.086
C2 -1.057 2.181 -1.379
C3 1.099 -0.695 0.701
C4 -1.129 0.207 -0.134
C5 -0.267 -0.771 0.041
N1 1.744 -1.760 0.881
H1 1.597 0.211 1.193
H2 -0.780 1.228 0.213
H3 -2.061 -0.240 -0.522
H4 -0.524 -1.772 -0.318
H5 2.606 -1.674 1.410

Atomic partial charges in e from the natural (NBO) method, atoms 1 to 6: C 0.000; C -0.205; C 0.065; C -0.420; C -0.152; N -0.575

DFT (wB97M-V/def2-TZVPD) results for 7 unconnected molecules or ions with the total composition C51H83F8N2O22 in a non-equilibrium geometry.

Calculated values
HOMO energy	-11.36	eV
max |F|	0.0379	hartree/bohr
gap between HOMO and LUMO	9.22	eV
energy	-4556.68989	Ha
net charge	+1

Cartesian coordinates (Å):
C1 -3.525 -6.302 4.419
C2 -4.301 -5.762 3.233
C3 -3.965 -4.303 2.917
C4 -2.745 -4.222 2.002
N1 -5.166 -3.596 2.440
C5 -5.659 -4.038 1.148
C6 -5.563 -3.082 -0.047
O1 -4.692 -3.492 -1.060
N2 -5.139 -1.696 0.318
C7 -3.678 -1.445 0.256
C8 -3.381 0.048 0.104
O2 -2.942 0.341 -1.215
C9 -1.539 0.412 -1.294
C10 -1.091 0.440 -2.756
F1 -2.093 0.045 -3.563
F2 -0.727 1.705 -3.131
C11 0.091 -0.512 -3.063
F3 -0.308 -1.783 -2.775
F4 0.352 -0.447 -4.383
C12 1.403 -0.213 -2.262
F5 1.248 0.931 -1.545
F6 2.425 -0.024 -3.133
C13 1.854 -1.342 -1.324
F7 0.852 -1.657 -0.459
F8 2.904 -0.880 -0.596
C14 -5.749 -1.283 1.644
C15 -7.268 -1.212 1.563
C16 -7.789 -0.117 0.613
C17 -9.085 -0.468 -0.130
C18 -9.058 -1.711 -1.012
C19 -10.261 -1.799 -1.945
C20 -10.306 -3.050 -2.840
C21 -8.995 -3.505 -3.463
C22 -8.286 -2.459 -4.309
O3 -6.915 -2.349 -3.880
C23 -6.244 -1.345 -4.535
C24 -6.364 0.003 -3.903
O4 -5.594 -1.573 -5.536
C25 -5.173 -2.164 2.751
C26 -5.850 -1.909 4.093
C27 -5.530 -0.536 4.682
H1 -3.718 -5.726 5.320
H2 -2.457 -6.346 4.225
H3 -3.837 -7.320 4.633
H4 -4.064 -6.382 2.367
H5 -5.370 -5.871 3.396
H6 -3.708 -3.840 3.868
H7 -2.229 -3.273 2.124
H8 -2.997 -4.397 0.961
H9 -2.028 -4.975 2.316
H10 -6.705 -4.338 1.225
H11 -5.119 -4.934 0.863
H12 -6.553 -2.971 -0.469
H13 -5.174 -4.013 -1.704
H14 -5.565 -1.089 -0.386
H15 -3.204 -1.826 1.147
H16 -3.251 -1.949 -0.600
H17 -4.287 0.635 0.237
H18 -2.651 0.388 0.833
H19 -1.146 1.304 -0.810
H20 -1.092 -0.459 -0.815
H21 2.168 -2.226 -1.874
H22 -5.424 -0.267 1.857
H23 -7.622 -0.957 2.553
H24 -7.713 -2.178 1.340
H25 -8.027 0.742 1.234
H26 -7.020 0.239 -0.075
H27 -9.384 0.381 -0.738
H28 -9.844 -0.630 0.634
H29 -8.123 -1.730 -1.572
H30 -9.064 -2.610 -0.394
H31 -11.139 -1.871 -1.308
H32 -10.335 -0.900 -2.551
H33 -10.999 -2.841 -3.652
H34 -10.703 -3.888 -2.274
H35 -9.181 -4.381 -4.076
H36 -8.306 -3.816 -2.680
H37 -8.267 -2.772 -5.348
H38 -8.778 -1.489 -4.249
H39 -5.917 0.015 -2.912
H40 -7.399 0.317 -3.799
H41 -5.830 0.716 -4.518
H42 -4.136 -1.851 2.910
H43 -5.453 -2.668 4.760
H44 -6.916 -2.096 4.028
H45 -4.593 -0.588 5.230
H46 -6.285 -0.196 5.380
H47 -5.395 0.231 3.922
C28 2.465 3.612 -0.997
C29 2.623 5.092 -1.231
C30 3.776 5.504 -2.119
O5 4.063 6.831 -1.637
C31 3.682 6.879 -0.332
O6 3.939 7.761 0.414
O7 2.967 5.776 -0.011
H48 1.761 3.429 -0.185
H49 2.098 3.132 -1.899
H50 3.418 3.161 -0.717
H51 1.686 5.523 -1.597
H52 3.523 5.532 -3.175
H53 4.662 4.882 -1.971
C32 7.567 7.577 -0.637
C33 7.930 7.968 -2.041
C34 7.512 6.986 -3.109
O8 8.472 7.235 -4.144
C35 9.597 7.703 -3.550
O9 10.642 7.831 -4.097
O10 9.359 7.989 -2.251
H54 8.077 8.207 0.090
H55 6.492 7.677 -0.488
H56 7.857 6.545 -0.429
H57 7.551 8.968 -2.268
H58 6.503 7.157 -3.477
H59 7.616 5.947 -2.787
C36 5.374 -2.429 0.368
C37 4.911 -2.769 1.759
C38 5.812 -2.327 2.894
O11 5.504 -3.295 3.907
C39 5.091 -4.425 3.291
O12 4.920 -5.466 3.832
O13 4.894 -4.195 1.972
H60 4.783 -2.972 -0.369
H61 5.265 -1.362 0.186
H62 6.417 -2.707 0.218
H63 3.891 -2.405 1.919
H64 5.606 -1.325 3.259
H65 6.869 -2.415 2.637
C40 -3.855 6.080 -0.607
C41 -3.933 5.179 0.595
C42 -2.835 4.146 0.729
O14 -3.497 3.101 1.470
C43 -4.819 3.186 1.194
O15 -5.616 2.353 1.505
O16 -5.096 4.313 0.531
H66 -4.786 6.630 -0.730
H67 -3.043 6.796 -0.485
H68 -3.685 5.504 -1.518
H69 -4.019 5.767 1.512
H70 -1.963 4.496 1.273
H71 -2.531 3.742 -0.240
C44 13.259 6.575 -5.186
C45 14.679 6.509 -4.692
C46 15.699 7.292 -5.489
O17 16.906 6.555 -5.242
C47 16.561 5.273 -4.974
O18 17.324 4.370 -4.896
O19 15.222 5.175 -4.810
H72 12.649 5.824 -4.689
H73 12.831 7.551 -4.987
H74 13.216 6.380 -6.259
H75 14.728 6.786 -3.635
H76 15.817 8.322 -5.166
H77 15.490 7.263 -6.560
C48 6.933 -6.597 6.176
C49 6.473 -7.903 6.761
C50 4.977 -8.126 6.764
O20 4.807 -9.007 7.885
C51 5.825 -8.778 8.750
O21 5.885 -9.210 9.851
O22 6.756 -7.981 8.174
H78 7.984 -6.422 6.404
H79 6.802 -6.606 5.096
H80 6.361 -5.765 6.586
H81 6.983 -8.743 6.281
H82 4.598 -8.591 5.859
H83 4.428 -7.203 6.961

Atomic partial charges in e from the Löwdin method, atoms 1 to 6: C -0.091; C -0.221; C -0.360; C -0.028; N -0.066; C -0.076

Q: max |F| of number 3 (C50H55N9Zr)?
A: 0.0042 hartree/bohr